Record 1
Entry from OMol25: C2H2ClF3 in the gas phase (wB97M-V/def2-TZVPD).

Cartesian coordinates (Å):
1 F 1.804302 -0.889270 0.108018
2 C 1.218459 0.004518 -0.703750
3 C -0.029528 0.419181 0.026278
4 F 0.183529 0.602634 1.322057
5 F -0.513336 1.520877 -0.553969
6 Cl -1.371571 -0.829199 -0.080034
7 H 1.069170 -0.460418 -1.705329
8 H 1.843487 0.906431 -0.754214

Cartesian forces (eV/Å) of the 6 atoms listed first:
1.08 -1.23 0.56
0.10 0.34 -0.45
-1.87 -1.08 -0.79
0.26 0.56 -0.02
0.00 0.56 0.26
0.72 0.38 -0.05

Results
Calculated total energy = -22781.1181 eV
Orbital gap = 12.570 eV
ΔE to the lowest compared entry with this formula, charge and spin = 57.8 kJ/mol
Molecular weight = 118.5 u
LUMO = 0.84 eV



Record 2
Entry from OMol25: a 2-piece molecular cluster, C3H4NP overall (wB97M-V/def2-TZVPD).

Cartesian coordinates (Å):
1 C -2.747041 0.139351 0.129892
2 C 1.019527 -0.114628 -0.753767
3 C 0.886135 -0.024285 0.735755
4 N -3.704878 0.738851 -0.065123
5 P 0.168183 -1.550969 0.007649
6 H 0.410180 0.535959 -1.367078
7 H 2.004237 -0.286763 -1.170397
8 H 1.779840 -0.128224 1.339129
9 H 0.183818 0.690712 1.143936

Cartesian forces (eV/Å) of the 6 atoms listed first:
2.41 -1.53 0.05
-0.15 0.08 0.27
0.10 0.03 -0.23
-1.21 0.79 -0.18
-0.99 1.14 0.14
-0.11 -0.03 0.01

Results
Calculated total energy = -13949.4364 eV
Orbital gap (spin up / spin down) = 5.714 / 8.198 eV
ΔE to the lowest compared entry with this formula, charge and spin = 376.9 kJ/mol
Molecular weight = 85.0 u
LUMO (spin up / spin down) = -3.58 / -2.64 eV



Record 3
Entry from OMol25: an isolated ion of composition C2H5NO2P and charge +1 (wB97M-V/def2-TZVPD).

Cartesian coordinates (Å):
1 N -0.494767 0.205755 1.029517
2 C 0.246654 0.631534 -0.312241
3 C 1.463408 1.411520 -0.258917
4 O 1.961444 2.229155 0.457759
5 P 1.756848 -0.125757 -1.145704
6 O 1.158019 0.067067 -2.675707
7 H -1.465684 -0.012112 1.205614
8 H -0.186613 0.918889 1.724652
9 H -0.110361 -0.707310 1.194438
10 H -0.441861 1.062745 -1.131640
11 H 1.827776 0.131437 -3.442523

Cartesian forces (eV/Å) of the 6 atoms listed first:
1.88 0.72 -0.49
-2.97 0.45 -0.83
0.59 1.62 1.42
-0.17 -0.29 -0.41
-0.14 -0.91 -1.64
1.55 0.14 -0.91

Results
Calculated total energy = -17019.4918 eV
Orbital gap = 8.618 eV
Net charge = +1
ΔE to the lowest compared entry with this formula, charge and spin = 197.3 kJ/mol
Molecular weight = 106.0 u
LUMO = -5.01 eV



Record 4
Entry from OMol25: C11H23BrCrNO2P2 as an isolated structure (wB97M-V/def2-TZVPD).

Cartesian coordinates (Å):
1 Cr -0.450857 -0.249947 1.402651
2 P 1.984059 -0.685789 1.383444
3 C 2.037297 -1.220452 -0.270963
4 C 0.885598 -1.468783 -1.027159
5 N -0.339591 -1.236506 -0.402398
6 C -1.479621 -1.476205 -1.066512
7 C -1.451897 -2.219025 -2.246659
8 C -0.233613 -2.582984 -2.842714
9 C 0.925190 -2.075532 -2.300566
10 C -2.756681 -0.871969 -0.528018
11 P -2.498580 0.637317 0.471507
12 H 1.884992 -2.190061 -2.774827
13 H -2.378081 -2.531102 -2.720561
14 H -0.186689 -3.261321 -3.698318
15 H -3.453641 -0.578732 -1.316320
16 H -3.257534 -1.611676 0.101171
17 H 3.872423 2.498416 -1.817378
18 H 3.010041 -1.146576 -0.727915
19 H 0.979813 3.161888 -0.835244
20 O 3.175560 2.810225 -2.421386
21 H 2.915213 2.153054 -3.143836
22 H -0.063333 0.996380 0.720052
23 O 0.825501 3.682549 0.000529
24 H 1.458636 3.198902 0.603319
25 C -2.596194 2.072750 -0.676530
26 H -3.629306 2.338721 -1.015834
27 H -2.077674 2.955835 -0.254526
28 H -1.993312 1.828213 -1.562395
29 C -3.955840 0.842497 1.573412
30 H -3.634326 1.451054 2.433675
31 H -4.813643 1.344525 1.083430
32 H -4.303761 -0.124313 1.980809
33 C 2.051058 -2.305118 2.256105
34 H 3.048840 -2.766086 2.203920
35 H 1.715198 -2.283738 3.296115
36 H 1.373594 -2.996238 1.729446
37 C 3.239187 0.443046 2.163218
38 H 2.850342 0.803345 3.137060
39 H 4.266543 0.053710 2.326334
40 H 3.354428 1.372649 1.579528
41 Br -0.299331 1.237088 3.204331

Cartesian forces (eV/Å) of the 6 atoms listed first:
0.44 0.59 0.44
-1.63 -0.09 2.49
1.68 0.97 -0.72
-1.24 -0.54 0.49
0.24 0.00 -0.74
0.48 0.30 -0.40

Results
Calculated total energy = -134400.1804 eV
Orbital gap (spin up / spin down) = 7.816 / 6.473 eV
Spin multiplicity = 5
Net charge = +1
ΔE to the lowest compared entry with this formula, charge and spin = 435.2 kJ/mol
Molecular weight = 395.2 u
LUMO (spin up / spin down) = -3.42 / -5.40 eV